This record from OMol25 describes CH4N4S in the gas phase in a non-equilibrium geometry. The level of theory is the ωB97M-V functional and the def2-TZVPD basis.

Its energy above the lowest of the compared OMol25 structures with the same formula, charge and spin is 3.287 eV. As for the SMILES: NN1CSN=N1. The charge is 0. As for the HOMO energy (spin up / spin down): -7.38 / -7.67 eV. The calculation puts the LUMO energy (spin up / spin down) at 0.3557 / 0.6683 eV.

Last column: Mulliken charge in e.
Cartesian coordinates (Å):
1 N -0.223 1.363 0.796  -0.732
2 N 0.021 0.072 0.358  0.646
3 C -0.080 -0.142 -1.070  -0.410
4 S 0.480 -1.891 -1.211  0.012
5 N 0.843 -2.107 0.375  -0.196
6 N 0.454 -0.838 1.169  -0.415
7 H -1.221 1.508 0.950  0.240
8 H 0.271 1.511 1.669  0.286
9 H -1.114 -0.025 -1.411  0.267
10 H 0.569 0.548 -1.625  0.303

This record from OMol25 describes 2 unconnected molecules or ions with the total composition CH4N5 in a non-equilibrium geometry. The level of theory is the ωB97M-V functional and the def2-TZVPD basis.

Its energy above the lowest of the compared OMol25 structures with the same formula, charge and spin is 2.173 eV. The charge is +1. As for the HOMO energy: -15.49 eV. The calculation puts the LUMO energy at -4.4062 eV.

Last column: Mulliken charge in e.
Cartesian coordinates (Å):
1 C 0.939 0.846 -0.081  0.514
2 N -2.442 1.561 -0.153  -0.374
3 N 1.259 1.996 -0.013  -0.190
4 N -2.179 0.521 0.090  0.755
5 N 0.513 -0.346 0.092  -0.395
6 N -1.961 -0.629 0.287  -0.533
7 H 1.177 3.001 -0.094  0.353
8 H -0.545 -0.710 0.128  0.402
9 H 1.189 -1.077 0.060  0.236
10 H -2.400 -1.491 0.386  0.233

This record from OMol25 describes a gas-phase ion, CH4N5O (charge +1) in a non-equilibrium geometry. The level of theory is the ωB97M-V functional and the def2-TZVPD basis.

Its energy above the lowest of the compared OMol25 structures with the same formula, charge and spin is 3.429 eV. As for the SMILES: CO[n+]1nnn[nH]1. The charge is +1. As for the HOMO energy: -17.06 eV. The calculation puts the LUMO energy at -5.6534 eV.

Last column: Mulliken charge in e.
Cartesian coordinates (Å):
1 C 1.829 0.436 0.024  -0.459
2 O 0.815 -0.672 0.224  -0.271
3 N -0.396 -0.247 -0.043  1.024
4 N -0.816 0.922 -0.235  -0.184
5 N -2.127 0.839 -0.241  -0.210
6 N -2.520 -0.314 -0.009  -0.162
7 N -1.475 -1.041 0.142  -0.032
8 H 1.981 1.091 0.919  0.308
9 H 1.322 0.984 -0.761  0.309
10 H 2.817 0.113 -0.400  0.300
11 H -1.430 -2.110 0.379  0.378

This record from OMol25 describes 2 unconnected molecules or ions with the total composition CH4N5O2 in a non-equilibrium geometry. The level of theory is the ωB97M-V functional and the def2-TZVPD basis.

Its energy above the lowest of the compared OMol25 structures with the same formula, charge and spin is 0.000 eV. The charge is +1. As for the HOMO energy: -15.45 eV. The calculation puts the LUMO energy at -4.4949 eV.

Last column: Mulliken charge in e.
Cartesian coordinates (Å):
1 C 0.361 -0.213 0.008  0.416
2 N -2.402 -1.005 3.243  0.856
3 N -0.124 -0.236 -1.087  0.175
4 N -1.669 -0.936 2.429  -0.392
5 N 1.125 -0.333 1.016  -0.027
6 N -1.200 0.052 -1.758  -0.452
7 O -3.019 -1.212 4.181  -0.473
8 O 2.157 0.552 1.216  -0.362
9 H 2.021 1.026 2.053  0.377
10 H 1.316 -1.091 1.613  0.292
11 H -1.159 -0.342 -2.663  0.300
12 H -1.977 -0.249 -1.198  0.290

This record from OMol25 describes a gas-phase ion, CH4N5S (charge +1) in a non-equilibrium geometry. The level of theory is the ωB97M-V functional and the def2-TZVPD basis.

Its energy above the lowest of the compared OMol25 structures with the same formula, charge and spin is 3.418 eV. The charge is +1. As for the HOMO energy (spin up / spin down): -13.09 / -13.09 eV. The calculation puts the LUMO energy (spin up / spin down) at -5.7856 / -5.7864 eV.

Last column: Mulliken charge in e.
Cartesian coordinates (Å):
1 C 0.036 0.725 -0.216  0.061
2 N 0.447 1.879 -0.161  0.217
3 N 2.224 0.260 0.196  0.099
4 N 1.629 2.363 -0.059  -0.486
5 N 2.555 1.449 0.217  -0.057
6 N -1.235 0.221 0.170  -0.361
7 S 2.944 -1.149 -0.062  0.007
8 H -1.272 -0.818 0.065  0.417
9 H -2.080 0.508 -0.336  0.407
10 H -1.586 0.424 1.267  0.454
11 H 4.366 -0.902 -0.337  0.241

This record from OMol25 describes a gas-phase ion, CH4N5S (charge +1) in a non-equilibrium geometry. The level of theory is the ωB97M-V functional and the def2-TZVPD basis.

Its expectation value of S² is 2.010. Its energy above the lowest of the compared OMol25 structures with the same formula, charge and spin is 0.000 eV. The charge is +1. As for the HOMO energy (spin up / spin down): -10.70 / -14.80 eV. The calculation puts the LUMO energy (spin up / spin down) at -4.4519 / -8.0372 eV. The spin multiplicity is 3.

Last column: Mulliken charge in e.
Cartesian coordinates (Å):
1 C -0.195 0.584 -0.028  -0.011
2 N 0.533 1.633 0.076  -0.238
3 N 0.958 -0.667 -0.037  0.295
4 N 1.822 1.244 0.025  -0.118
5 N 2.055 0.016 -0.002  -0.203
6 N -1.600 0.480 0.146  -0.151
7 S 0.598 -2.340 0.075  0.080
8 H -1.915 -0.206 -0.553  0.426
9 H -1.835 1.390 -0.111  0.386
10 H -2.002 0.430 1.064  0.313
11 H 1.580 -2.565 -0.655  0.220

This record from OMol25 describes 2 unconnected molecules or ions with the total composition CH4NO in a non-equilibrium geometry. The level of theory is the ωB97M-V functional and the def2-TZVPD basis.

Its energy above the lowest of the compared OMol25 structures with the same formula, charge and spin is 0.000 eV. The charge is +1. As for the HOMO energy: -18.47 eV. The calculation puts the LUMO energy at -4.4337 eV.

Last column: Mulliken charge in e.
Cartesian coordinates (Å):
1 C 1.736 -0.130 -0.352  0.029
2 N -0.843 0.018 0.057  -0.471
3 O 2.601 0.230 0.271  -0.064
4 H 0.008 -0.472 -0.010  0.282
5 H -1.580 -0.728 0.183  0.417
6 H -0.828 0.844 0.753  0.407
7 H -1.094 0.238 -0.902  0.401

This record from OMol25 describes 2 unconnected molecules or ions with the total composition CH4NO2 in a non-equilibrium geometry. The level of theory is the ωB97M-V functional and the def2-TZVPD basis.

Its energy above the lowest of the compared OMol25 structures with the same formula, charge and spin is 1.869 eV. The charge is -1. As for the HOMO energy: -2.04 eV. The calculation puts the LUMO energy at 4.8992 eV.

Last column: Mulliken charge in e.
Cartesian coordinates (Å):
1 O -1.447 -0.717 -1.798  -0.666
2 H -0.903 -1.443 -1.511  0.370
3 C 0.145 -0.279 0.482  -0.727
4 N 1.182 0.822 0.653  -0.577
5 O 0.196 -1.053 1.436  -0.373
6 H -1.245 -0.031 -1.143  0.458
7 H 1.266 1.032 1.650  0.255
8 H 0.807 1.668 0.232  0.258

This record from OMol25 describes 2 unconnected molecules or ions with the total composition CH4NO2. The level of theory is the ωB97M-V functional and the def2-TZVPD basis.

Its energy above the lowest of the compared OMol25 structures with the same formula, charge and spin is 1.935 eV. The charge is -1. As for the HOMO energy: -2.03 eV. The calculation puts the LUMO energy at 4.6523 eV.

Last column: Mulliken charge in e.
Cartesian coordinates (Å):
1 O 0.373 0.933 -1.869  -0.687
2 H 0.992 1.520 -1.428  0.280
3 C -0.603 -0.858 0.712  -0.661
4 N -0.459 0.260 1.667  -0.537
5 O 0.397 -0.980 -0.005  -0.306
6 H 0.133 0.308 -1.135  0.376
7 H 0.390 0.782 1.398  0.238
8 H -1.233 0.901 1.506  0.297

This record from OMol25 describes 2 unconnected molecules or ions with the total composition CH4NO2 in a non-equilibrium geometry. The level of theory is the ωB97M-V functional and the def2-TZVPD basis.

Its energy above the lowest of the compared OMol25 structures with the same formula, charge and spin is 2.893 eV. The charge is -1. As for the HOMO energy: -1.33 eV. The calculation puts the LUMO energy at 4.6677 eV.

Last column: Mulliken charge in e.
Cartesian coordinates (Å):
1 O 2.284 -1.094 -1.184  -0.710
2 H 1.814 -1.075 -0.338  0.345
3 C -0.818 0.949 0.456  -0.882
4 N -1.176 0.102 1.706  -0.551
5 O -0.756 0.603 -0.727  -0.112
6 H 1.798 -0.519 -1.777  0.334
7 H -0.723 -0.808 1.545  0.246
8 H -2.195 -0.016 1.806  0.330